{
  "formula": "C17H31InNO7",
  "method": "the ωB97M-V functional and the def2-TZVPD basis",
  "gap_ev": [9.73, 5.53],
  "largest_force_ev_per_a": 5.026,
  "multiplicity": 2,
  "energy_ev": -39110.1651,
  "charge": 2,
  "lumo_ev": [-5.97, -10.16],
  "s2": 0.755,
  "symbols": ["In", "C", "C", "C", "O", "C", "O", "O", "H", "H", "H", "H", "H", "H", "C", "C", "C", "O", "C", "O", "O", "H", "H", "H", "H", "H", "H", "C", "C", "C", "C", "C", "C", "N", "O", "C", "C", "C", "H", "H", "H", "H", "H", "H", "H", "H", "H", "H", "H", "H", "H", "H", "H", "H", "H", "H", "H"],
  "coordinates": [[1.661, -1.462, -0.092], [-0.542, -5.533, 5.457], [-0.628, -5.815, 3.965], [-1.845, -5.400, 3.262], [-1.334, -4.931, 1.988], [-0.108, -4.414, 2.247], [0.579, -3.791, 1.430], [0.394, -4.991, 3.331], [-1.324, -6.157, 5.889], [-0.680, -4.464, 5.623], [0.345, -5.975, 5.911], [-0.452, -6.869, 3.747], [-2.481, -4.598, 3.637], [-2.447, -6.270, 3.000], [3.041, 4.867, 3.921], [3.026, 3.302, 3.686], [1.723, 2.663, 4.291], [1.516, 1.574, 3.349], [2.242, 1.838, 2.182], [2.333, 1.153, 1.194], [2.867, 2.979, 2.371], [3.559, 5.237, 3.036], [3.525, 5.092, 4.872], [2.031, 5.275, 3.930], [3.925, 2.948, 4.192], [0.891, 3.366, 4.249], [1.976, 2.338, 5.301], [-0.182, 2.076, -0.727], [-0.730, 1.706, -2.093], [-0.084, 2.674, -3.172], [-0.384, 2.343, -4.647], [0.041, 0.922, -4.855], [-0.600, -0.117, -3.865], [-0.332, 0.349, -2.478], [-0.768, -0.603, -1.558], [-2.099, -0.415, -4.306], [0.085, -1.442, -4.097], [-2.248, 1.932, -2.073], [-0.858, 1.636, 0.006], [-0.407, 3.136, -0.604], [0.870, 1.903, -0.502], [-0.374, 3.722, -3.098], [0.994, 2.737, -3.022], [0.255, 2.890, -5.340], [-1.426, 2.481, -4.936], [1.129, 0.925, -4.930], [-0.269, 0.611, -5.852], [-2.023, -0.820, -5.315], [-2.717, -1.062, -3.683], [-2.750, 0.421, -4.561], [-0.502, -2.229, -3.624], [0.125, -1.689, -5.158], [1.123, -1.393, -3.769], [-2.539, 2.958, -1.850], [-2.599, 1.211, -1.334], [-2.799, 1.702, -2.985], [-1.725, -0.528, -1.543]],
  "mulliken_spin": [0.001, 0.000, 0.000, 0.000, 0.000, 0.000, 0.000, 0.000, 0.000, 0.000, 0.000, 0.000, 0.000, 0.000, 0.000, 0.000, 0.000, 0.000, 0.000, 0.000, 0.000, 0.000, 0.000, 0.000, 0.000, 0.000, 0.000, 0.023, 0.015, 0.020, -0.007, 0.016, 0.029, 0.668, 0.015, 0.090, 0.022, 0.106, 0.000, 0.000, -0.008, -0.002, -0.006, 0.001, 0.001, -0.005, -0.001, 0.001, 0.002, -0.001, 0.001, 0.000, -0.008, 0.005, 0.000, -0.002, 0.026]
}